Entry w
ORCA calculation (the ωB97M-V functional and the def2-TZVPD basis) on a 3-piece molecular cluster, C2H10NO3 overall.

Geometry (Å):
O1 0.282 0.632 -0.827
O2 2.489 0.647 0.209
O3 -1.153 2.783 -0.783
N1 0.266 -1.283 0.461
C1 -0.196 -0.676 -0.769
C2 -0.951 -1.300 1.360
H1 -0.440 2.960 -1.460
H2 -1.328 -0.283 1.681
H3 3.027 0.819 -0.493
H4 1.535 0.730 -0.358
H5 0.948 -0.916 0.943
H6 0.362 -1.279 -1.606
H7 -0.906 -1.907 2.341
H8 -1.337 -0.969 -0.922
H9 -1.786 -1.798 0.849
H10 -0.813 1.839 -0.626

Results
* highest occupied orbital energy: -4.12 eV
* net charge: -1

The molecule's natural (NBO) atomic charges, reported in e, are given here: number 1, O, carries -0.920; number 2, O, carries -1.071; number 3, O, carries -1.019; number 4, N, carries -0.658; number 5, C, carries 0.122; number 6, C, carries -0.433; number 7, H, carries 0.450; number 8, H, carries 0.167; number 9, H, carries 0.427; number 10, H, carries 0.490; number 11, H, carries 0.374; number 12, H, carries 0.097; number 13, H, carries 0.168; number 14, H, carries 0.122; number 15, H, carries 0.175; number 16, H, carries 0.509

=====

Entry x
ORCA calculation (the ωB97M-V functional and the def2-TZVPD basis) on a 3-piece molecular cluster, C2H10NO3 overall.

Geometry (Å):
O1 -1.467 0.586 -1.779
O2 0.501 1.170 -0.277
O3 -1.599 2.219 1.221
N1 0.380 -2.366 0.015
C1 1.315 -1.192 -0.076
C2 0.867 0.143 0.559
H1 -1.882 2.600 0.393
H2 -0.681 1.996 0.926
H3 -0.741 0.859 -1.038
H4 1.530 -1.072 -1.149
H5 -0.469 -1.991 0.419
H6 0.191 -2.572 -0.960
H7 0.136 0.012 1.388
H8 2.326 -1.454 0.279
H9 -2.146 0.555 -1.096
H10 1.738 0.508 1.176

Results
* highest occupied orbital energy: -3.83 eV
* net charge: -1

The molecule's natural (NBO) atomic charges, reported in e, are given here: number 1, O, carries -1.048; number 2, O, carries -0.928; number 3, O, carries -0.998; number 4, N, carries -0.855; number 5, C, carries -0.249; number 6, C, carries -0.062; number 7, H, carries 0.456; number 8, H, carries 0.506; number 9, H, carries 0.494; number 10, H, carries 0.178; number 11, H, carries 0.352; number 12, H, carries 0.348; number 13, H, carries 0.113; number 14, H, carries 0.151; number 15, H, carries 0.432; number 16, H, carries 0.109

=====

Entry y
ORCA calculation (the ωB97M-V functional and the def2-TZVPD basis) on a 3-piece molecular cluster, C2H10NO3 overall.

Geometry (Å):
O1 -0.096 -1.405 3.025
O2 -0.377 -0.620 0.468
O3 0.674 -2.942 0.147
N1 -0.096 0.750 -1.387
C1 -0.728 2.074 -1.502
C2 0.377 0.410 -0.022
H1 -0.263 2.788 -0.824
H2 -1.820 2.043 -1.400
H3 -0.721 0.049 -1.744
H4 1.507 0.209 -0.114
H5 0.270 -1.843 2.233
H6 -0.620 2.426 -2.548
H7 0.093 -2.097 0.221
H8 -0.082 -0.487 2.704
H9 1.578 -2.599 0.081
H10 0.305 1.242 0.663

Results
* highest occupied orbital energy: -3.53 eV
* net charge: -1

The molecule's natural (NBO) atomic charges, reported in e, are given here: number 1, O, carries -0.985; number 2, O, carries -0.960; number 3, O, carries -1.039; number 4, N, carries -0.688; number 5, C, carries -0.411; number 6, C, carries 0.127; number 7, H, carries 0.184; number 8, H, carries 0.156; number 9, H, carries 0.363; number 10, H, carries 0.068; number 11, H, carries 0.495; number 12, H, carries 0.161; number 13, H, carries 0.510; number 14, H, carries 0.478; number 15, H, carries 0.445; number 16, H, carries 0.095

=====

Entry z
ORCA calculation (the ωB97M-V functional and the def2-TZVPD basis) on a 3-piece molecular cluster, C2H10NO3 overall.

Geometry (Å):
O1 -0.482 -0.074 0.522
O2 1.713 0.320 1.904
O3 -2.304 0.379 2.351
N1 -0.183 -0.147 -1.843
C1 1.145 -0.749 -1.820
C2 -0.410 0.657 -0.611
H1 0.844 0.179 1.429
H2 1.316 -1.353 -0.929
H3 1.908 0.027 -1.816
H4 -0.838 -0.922 -1.728
H5 -2.935 -0.330 2.201
H6 1.273 -1.395 -2.691
H7 -1.593 0.170 1.661
H8 1.463 0.598 2.790
H9 -1.327 1.239 -0.827
H10 0.412 1.400 -0.595

Results
* highest occupied orbital energy: -3.99 eV
* net charge: -1

The molecule's natural (NBO) atomic charges, reported in e, are given here: number 1, O, carries -0.958; number 2, O, carries -1.021; number 3, O, carries -1.021; number 4, N, carries -0.668; number 5, C, carries -0.421; number 6, C, carries 0.117; number 7, H, carries 0.511; number 8, H, carries 0.182; number 9, H, carries 0.179; number 10, H, carries 0.333; number 11, H, carries 0.438; number 12, H, carries 0.165; number 13, H, carries 0.515; number 14, H, carries 0.443; number 15, H, carries 0.103; number 16, H, carries 0.101

=====

The structure with the most favorable energy is entry z; the runner-up is 69.2 kJ/mol above it.